w:
The ion C4H6NO with charge -1. Source: OMol25; level of theory: ωB97M-V/def2-TZVPD.

## Properties
**Charge**: -1
**Frontier orbital gap**: 6.9 eV

XYZ file:
```
12
Properties=species:S:1:pos:R:3:lowdin_charge:R:1
C 0.335 0.143 0.650 -0.250
C -0.571 0.286 -0.321 -0.180
C 1.679 -0.655 -1.000 -0.050
C -2.038 0.443 0.221 -0.212
N 1.621 -0.058 0.147 -0.400
O 2.569 0.294 0.897 -0.146
H 0.270 0.146 1.694 0.075
H 0.791 -0.892 -1.604 0.035
H 2.518 -0.903 -1.704 0.067
H -2.707 1.114 -0.280 0.020
H -1.934 0.593 1.259 0.008
H -2.532 -0.510 0.040 0.033
```


x:
A structure of composition C4H6NO. Source: OMol25; level of theory: ωB97M-V/def2-TZVPD.

## Properties
**Charge**: -1
**Frontier orbital gap (alpha / beta)**: 6.2 / 6.2 eV

XYZ file:
```
12
Properties=species:S:1:pos:R:3:lowdin_charge:R:1
C -0.359 -0.227 -2.222 -0.169
C -1.050 -0.968 -1.567 -0.207
C 0.596 0.461 0.702 -0.118
C -1.253 -0.789 0.373 -0.150
N -0.808 0.419 0.907 -0.447
O -1.400 1.490 1.322 -0.259
H 0.133 0.298 -3.134 0.017
H 0.813 0.282 -0.379 0.035
H 0.782 1.632 0.939 0.128
H 1.198 -0.124 1.289 0.033
H -0.629 -1.555 0.730 0.055
H -2.351 -0.958 0.435 0.083
```


Quick look at relative energies in eV: w 0.000; x 1.425.


w:
The molecule C3H5NO. Source: OMol25; level of theory: ωB97M-V/def2-TZVPD.

## Properties
**Frontier orbital gap**: 10.8 eV
**SMILES**: C1=NCCO1

XYZ file:
```
10
Properties=species:S:1:pos:R:3:lowdin_charge:R:1
C 0.584 -0.091 -0.770 -0.164
C 0.631 -0.141 0.751 -0.195
N -0.684 0.426 1.108 0.063
C -1.392 0.243 0.073 -0.249
O -0.818 -0.280 -1.041 -0.056
H 0.827 0.929 -1.092 0.122
H 1.167 -0.821 -1.332 0.122
H 0.670 -1.162 1.153 0.116
H 1.465 0.429 1.168 0.110
H -2.449 0.468 -0.020 0.131
```


x:
A cluster of 2 separate species, C3H5NO in total. Source: OMol25; level of theory: ωB97M-V/def2-TZVPD.

## Properties
**Frontier orbital gap**: 7.9 eV

XYZ file:
```
10
Properties=species:S:1:pos:R:3:lowdin_charge:R:1
C 1.365 1.030 -0.050 0.083
C 0.082 0.754 0.051 -0.052
C -2.421 1.044 -0.042 -0.091
N -1.112 0.650 -0.013 -0.136
O -2.064 -0.383 -0.152 -0.012
H 1.755 1.404 -1.020 0.090
H 2.108 0.805 0.620 0.031
H -0.863 3.426 1.018 0.022
H -2.750 1.159 0.942 0.028
H -0.586 3.851 0.462 0.037
```


y:
A cluster of 2 separate species, C3H5NO in total. Source: OMol25; level of theory: ωB97M-V/def2-TZVPD.

## Properties
**Frontier orbital gap (alpha / beta)**: 8.6 / 7.0 eV

XYZ file:
```
10
Properties=species:S:1:pos:R:3:lowdin_charge:R:1
C -0.847 -0.449 -0.067 -0.159
C -2.097 0.233 0.139 -0.228
C 1.743 -0.467 0.092 -0.060
N -1.445 -0.233 -1.130 0.057
O 2.060 0.643 -0.600 -0.023
H -3.080 -0.232 0.390 0.078
H -1.957 1.193 0.641 0.061
H 1.784 -1.514 -0.498 0.128
H 1.945 -0.604 1.091 0.031
H 1.895 1.429 -0.059 0.115
```


z:
A cluster of 2 separate species, C3H5NO in total. Source: OMol25; level of theory: ωB97M-V/def2-TZVPD.

## Properties
**Frontier orbital gap (alpha / beta)**: 7.5 / 7.4 eV

XYZ file:
```
10
Properties=species:S:1:pos:R:3:lowdin_charge:R:1
C -2.200 -0.514 -0.194 0.114
C 1.466 0.847 -0.301 0.098
C 0.473 -1.205 0.801 -0.050
N 1.233 -0.306 0.147 -0.278
O 1.504 -1.551 -0.234 -0.014
H -2.843 -0.731 -1.024 -0.107
H -1.921 0.602 -0.314 -0.056
H 2.142 0.852 -1.185 0.120
H 0.852 1.565 0.217 0.100
H 0.772 -1.486 1.817 0.074
```


Quick look at relative energies in eV: w 0.000; x 7.821; y 5.730; z 10.426.


w:
A cluster of 2 separate species, C5H17N2O in total. Source: OMol25; level of theory: ωB97M-V/def2-TZVPD.

## Properties
**Charge**: +1
**Frontier orbital gap**: 11.0 eV

XYZ file:
```
25
Properties=species:S:1:pos:R:3:lowdin_charge:R:1
N -1.143 -0.155 -0.693 0.184
C 0.166 -0.285 0.082 -0.234
C 1.128 0.750 -0.512 -0.406
C 0.698 2.184 -0.425 -0.077
C 2.559 0.540 0.020 -0.035
C -0.138 0.006 1.577 -0.182
N -1.556 0.266 1.828 0.015
H -1.762 0.510 -0.213 0.138
H -1.573 -1.087 -0.797 0.120
H -0.933 0.162 -1.627 0.151
H 0.547 -1.263 -0.206 0.145
H 1.218 0.503 -1.571 0.132
H -0.312 2.553 -0.625 0.085
H 1.303 2.836 -1.055 0.094
H 0.925 2.639 0.547 0.088
H 2.583 0.043 0.999 0.087
H 3.059 1.478 0.244 0.086
H 3.144 -0.055 -0.674 0.087
H 0.412 0.879 1.851 0.105
H 0.234 -0.828 2.171 0.127
H -1.963 -0.540 2.265 0.083
H -1.762 1.031 2.454 0.094
H -1.471 -2.895 -2.526 0.071
H -1.048 -3.627 -1.252 0.076
O -1.151 -2.744 -1.630 -0.035
```


x:
A cluster of 2 separate species, C5H17N2O in total. Source: OMol25; level of theory: ωB97M-V/def2-TZVPD.

## Properties
**Charge**: +1
**Frontier orbital gap**: 10.6 eV

XYZ file:
```
25
Properties=species:S:1:pos:R:3:lowdin_charge:R:1
N 0.197 0.539 1.904 0.164
C 0.701 1.675 1.067 -0.126
C 1.760 1.092 0.124 -0.192
N 1.222 -0.153 -0.430 -0.097
C 0.352 0.029 -1.616 -0.216
C -0.757 -1.011 -1.664 -0.252
C -0.229 -2.442 -1.763 -0.101
H 0.349 -0.275 1.256 0.140
H 0.717 0.441 2.772 0.167
H -0.813 0.633 2.110 0.092
H -0.147 2.062 0.507 0.123
H 1.070 2.471 1.707 0.132
H 2.048 1.816 -0.641 0.132
H 2.631 0.832 0.713 0.124
H 1.981 -0.783 -0.650 0.123
H 0.945 -0.023 -2.533 0.127
H -0.094 1.021 -1.545 0.111
H -1.405 -0.797 -2.516 0.113
H -1.381 -0.906 -0.773 0.097
H 0.390 -2.540 -2.653 0.079
H -1.055 -3.151 -1.813 0.077
H 0.365 -2.698 -0.884 0.064
H -3.144 1.475 2.319 0.075
H -3.133 -0.011 2.663 0.076
O -2.570 0.702 2.341 -0.034
```


Quick look at relative energies in eV: w 0.237; x 0.000.


w:
A cluster of 2 separate species, C5H17N2O in total. Source: OMol25; level of theory: ωB97M-V/def2-TZVPD.

## Properties
**Charge**: +1
**Frontier orbital gap**: 10.7 eV

XYZ file:
```
25
Properties=species:S:1:pos:R:3:lowdin_charge:R:1
C -0.190 -1.454 -1.293 -0.213
N -0.967 -0.442 -1.998 -0.139
C -2.388 -0.260 -1.499 -0.062
C -0.092 -1.263 0.229 -0.100
N 0.919 -0.214 0.624 0.038
C 0.549 0.641 1.851 -0.158
C 1.854 1.031 2.498 -0.077
H 0.780 -1.577 -1.764 0.125
H -0.659 -2.457 -1.439 0.138
H -1.188 -0.813 -2.913 0.108
H -2.509 -0.894 -0.622 0.058
H -3.080 -0.572 -2.283 0.097
H -2.441 0.724 -1.000 0.087
H 0.221 -2.180 0.716 0.137
H -1.055 -0.928 0.628 0.111
H 1.140 0.365 -0.201 0.124
H 1.779 -0.662 0.954 0.164
H -0.195 0.161 2.480 0.129
H 0.119 1.557 1.410 0.126
H 2.587 1.187 1.689 0.092
H 1.865 1.991 3.024 0.094
H 2.298 0.310 3.228 0.103
H 0.151 1.188 -1.742 0.018
H -0.069 2.645 -1.358 0.078
O 0.569 1.913 -1.219 -0.081
```


x:
A cluster of 2 separate species, C5H17N2O in total. Source: OMol25; level of theory: ωB97M-V/def2-TZVPD.

## Properties
**Charge**: +1
**Frontier orbital gap**: 9.9 eV

XYZ file:
```
25
Properties=species:S:1:pos:R:3:lowdin_charge:R:1
C 0.211 -0.619 0.869 -0.193
N -0.784 -1.592 0.288 -0.121
C -1.588 -2.165 1.342 -0.134
C 1.038 0.048 -0.173 -0.345
N 0.236 1.024 -1.031 0.062
C 0.312 0.526 -2.480 0.030
C 2.285 0.708 0.415 -0.021
H 0.795 -1.187 1.575 0.128
H -0.364 0.228 1.306 0.122
H -0.251 -2.266 -0.242 0.105
H -2.521 -2.635 0.941 0.096
H -1.041 -3.006 1.812 0.087
H -1.753 -1.449 2.152 0.081
H 1.448 -0.691 -0.874 0.136
H 0.693 1.932 -1.001 0.166
H -0.755 0.966 -0.732 0.127
H 1.258 0.064 -2.715 0.094
H -0.423 -0.295 -2.538 0.114
H 0.070 1.407 -3.063 0.102
H 2.167 1.679 0.903 0.097
H 2.666 0.127 1.253 0.095
H 2.967 0.770 -0.420 0.087
H -2.348 1.525 1.190 0.062
H -2.404 2.852 0.723 0.072
O -1.913 2.049 0.501 -0.049
```


y:
A cluster of 2 separate species, C5H17N2O in total. Source: OMol25; level of theory: ωB97M-V/def2-TZVPD.

## Properties
**Charge**: +1
**Frontier orbital gap**: 10.6 eV

XYZ file:
```
25
Properties=species:S:1:pos:R:3:lowdin_charge:R:1
C -0.359 -0.612 -1.793 -0.219
N 1.062 -0.805 -1.532 -0.133
C 1.898 -0.027 -2.486 -0.083
C -0.941 0.399 -0.830 -0.116
N -0.776 -0.029 0.622 0.048
C -0.912 1.191 1.493 -0.172
C -1.359 0.890 2.924 -0.045
H -0.969 -1.521 -1.752 0.131
H -0.534 -0.274 -2.814 0.124
H 1.311 -1.781 -1.636 0.111
H 1.552 1.009 -2.476 0.081
H 1.789 -0.437 -3.488 0.088
H 2.903 0.039 -2.078 0.082
H -2.014 0.526 -0.976 0.138
H -0.458 1.368 -0.893 0.125
H 0.183 -0.422 0.718 0.109
H -1.541 -0.644 0.871 0.172
H -1.734 1.768 1.062 0.122
H -0.076 1.835 1.308 0.127
H -1.524 -0.168 3.152 0.087
H -0.623 1.247 3.636 0.085
H -2.315 1.303 3.109 0.068
H 1.892 -1.797 2.047 0.054
H 2.111 -1.439 0.571 0.052
O 1.436 -1.618 1.241 -0.039
```


Quick look at relative energies in eV: w 0.465; x 0.564; y 0.000.


w:
A cluster of 2 separate species, C3H11N2 in total. Source: OMol25; level of theory: ωB97M-V/def2-TZVPD.

## Properties
**Charge**: +1
**Frontier orbital gap**: 10.2 eV

XYZ file:
```
16
Properties=species:S:1:pos:R:3:lowdin_charge:R:1
C 0.044 1.996 1.233 -0.128
N -0.033 1.770 -0.218 -0.057
H 0.996 1.583 1.579 0.081
H 0.015 3.054 1.484 0.085
H -0.697 1.464 1.811 0.075
H -0.791 2.286 -0.605 0.087
H 0.098 0.150 -0.532 0.099
H 0.775 2.159 -0.669 0.094
C 0.970 -1.661 0.283 0.009
C -1.066 -1.545 -1.000 0.141
N -0.091 -0.926 -0.489 -0.021
H 0.821 -1.596 1.350 0.099
H 1.889 -1.175 -0.036 0.101
H 0.979 -2.666 -0.128 0.095
H -1.691 -1.015 -1.701 0.117
H -1.252 -2.564 -0.676 0.124
```


x:
A cluster of 2 separate species, C3H11N2 in total. Source: OMol25; level of theory: ωB97M-V/def2-TZVPD.

## Properties
**Charge**: +1
**Frontier orbital gap**: 9.3 eV

XYZ file:
```
16
Properties=species:S:1:pos:R:3:lowdin_charge:R:1
C -0.408 -1.098 -2.193 -0.045
H -0.611 -1.960 -1.556 0.031
H -1.187 -1.100 -2.952 0.033
H 0.580 -1.132 -2.642 0.030
H -0.560 -0.226 -1.563 -0.007
C -0.093 -0.073 1.376 -0.095
C 1.111 0.411 0.985 -0.165
N 1.884 0.022 -0.077 0.098
N -1.135 0.970 1.699 0.182
H -0.488 -1.072 1.460 0.116
H 1.422 1.330 1.489 0.134
H 2.077 0.846 -0.633 0.120
H 1.476 -0.695 -0.666 0.067
H -0.719 1.748 2.227 0.168
H -1.936 0.600 2.212 0.171
H -1.411 1.430 0.832 0.164
```


Quick look at relative energies in eV: w 0.000; x 1.194.


w:
The ion C3H11N2 with charge +1. Source: OMol25; level of theory: ωB97M-V/def2-TZVPD.

## Properties
**Charge**: +1
**Frontier orbital gap**: 9.6 eV
**SMILES**: NCCC[NH3+]

XYZ file:
```
16
Properties=species:S:1:pos:R:3:lowdin_charge:R:1
C 0.267 1.101 -0.973 -0.304
C -0.465 -0.275 -0.726 -0.218
C -0.773 -0.624 0.669 -0.088
N 0.492 -1.529 1.023 0.165
N -0.002 2.017 0.111 -0.045
H 1.354 0.803 -1.090 0.114
H 0.100 1.605 -2.030 0.147
H -1.500 -0.310 -1.226 0.140
H 0.172 -1.068 -1.392 0.165
H -1.425 -1.516 0.633 0.141
H -0.697 -0.039 1.535 0.110
H 0.713 -1.996 0.171 0.121
H 1.236 -1.044 1.515 0.169
H 0.381 -2.418 1.478 0.154
H -0.776 2.705 0.026 0.097
H 0.923 2.590 0.274 0.131
```


x:
A cluster of 2 separate species, C3H11N2 in total. Source: OMol25; level of theory: ωB97M-V/def2-TZVPD.

## Properties
**Charge**: +1
**Frontier orbital gap**: 11.6 eV

XYZ file:
```
16
Properties=species:S:1:pos:R:3:lowdin_charge:R:1
C -1.099 0.325 -2.097 -0.031
N 0.236 0.491 -1.452 0.073
H -1.713 1.095 -1.639 0.099
H -1.531 -0.637 -1.816 0.098
H -1.024 0.306 -3.178 0.096
H 0.502 1.401 -1.100 0.147
H 0.146 -0.128 -0.482 0.091
H 0.990 0.029 -1.953 0.150
C -0.349 0.347 1.929 -0.066
C 1.309 -1.236 1.352 0.012
N 0.285 -0.605 0.965 -0.124
H -0.358 -0.158 2.897 0.088
H 0.294 1.211 2.083 0.092
H -1.372 0.491 1.602 0.080
H 1.824 -1.848 0.611 0.090
H 1.862 -1.083 2.279 0.105
```


Quick look at relative energies in eV: w 1.215; x 0.000.